(1)
{
  "formula": "C6H4F2",
  "method": "wB97M-V/def2-TZVPD",
  "smiles": "C#CC(/C=C\\F)=C/F",
  "total_energy_ha": -430.61318,
  "gap_ev": 9.016,
  "e_lumo_ev": 0.3,
  "elements": ["C", "C", "C", "C", "C", "C", "H", "H", "H", "H", "F", "F"],
  "positions_angstrom": [[-1.2175, -1.5070, -0.0978], [0.0336, -1.1979, -0.2090], [0.4666, 0.1934, 0.0345], [1.8509, 0.4204, 0.1283], [-0.3722, 1.2459, 0.0461], [-1.1420, 2.1341, -0.0972], [-1.7034, -2.4960, -0.3624], [0.8666, -1.8740, -0.5436], [2.2640, 1.3560, 0.4318], [-1.8510, 2.9117, -0.0924], [-2.1081, -0.7078, 0.5227], [2.9125, -0.4787, 0.2390]],
  "atomic_forces_ev_per_a": [[-2.64, -2.81, 0.32], [2.55, 0.84, -0.64], [6.48, -3.51, 0.17], [-1.36, -0.47, 1.16], [-0.97, 1.61, -0.23], [-0.89, 1.15, 0.20], [0.82, 1.30, 0.35], [-1.47, 0.48, 0.21], [-0.11, 0.79, -0.33], [-0.26, 0.35, -0.12], [0.06, -0.03, -0.45], [-2.21, 0.29, -0.65]]
}

(2)
{
  "formula": "C26H39ClN3O4SmTe",
  "method": "wB97M-V/def2-TZVPD",
  "total_energy_ha": -2865.66258,
  "gap_ev": [6.131, 6.144],
  "spin_multiplicity": 6,
  "e_lumo_ev": [0.0, 0.0],
  "elements": ["O", "C", "C", "C", "H", "C", "H", "C", "H", "C", "H", "C", "H", "H", "C", "C", "H", "H", "H", "C", "C", "H", "H", "H", "H", "Sm", "Cl", "C", "O", "N", "C", "C", "H", "H", "H", "H", "H", "H", "H", "H", "H", "C", "C", "N", "H", "C", "O", "H", "H", "H", "H", "H", "H", "C", "C", "N", "H", "C", "O", "H", "H", "H", "H", "Te", "C", "C", "C", "C", "C", "C", "H", "H", "H", "H", "H"],
  "positions_angstrom": [[0.5886, -0.7706, -1.6657], [1.6074, -1.3063, -2.4289], [1.5674, -2.8460, -2.4224], [0.7040, -3.5108, -1.5505], [0.0273, -2.9233, -0.9280], [0.7432, -4.9043, -1.4109], [0.0849, -5.3660, -0.6762], [1.6263, -5.6528, -2.1879], [1.6454, -6.7367, -2.0843], [2.4662, -5.0126, -3.1041], [3.1575, -5.6016, -3.7144], [2.4273, -3.6142, -3.2273], [3.0831, -3.0948, -3.9302], [1.4919, -0.9723, -3.4669], [3.3047, 0.6750, -2.3663], [2.9535, -0.7288, -1.9426], [4.3987, 0.8340, -2.3687], [2.8470, 1.4122, -1.6766], [2.9466, 0.8829, -3.3833], [3.6441, -1.4038, -1.0061], [4.8406, -0.9041, -0.2554], [3.2781, -2.3792, -0.6734], [5.7370, -1.5029, -0.4810], [4.6789, -0.9659, 0.8311], [5.0612, 0.1425, -0.4942], [0.3133, 0.6914, -0.0034], [2.5249, 1.0820, 1.3714], [-0.1661, 1.9956, 2.7429], [-0.6639, 2.2226, 1.6089], [-0.2943, 2.7730, 3.7958], [-0.9653, 4.0690, 3.7476], [0.2276, 2.3736, 5.0963], [0.4135, 1.0681, 2.9133], [-1.2354, 4.3221, 2.7206], [-0.2839, 4.8217, 4.1605], [-1.8579, 4.0573, 4.3899], [0.6934, 1.3826, 5.0258], [-0.5824, 2.3495, 5.8339], [0.9806, 3.1034, 5.4212], [-3.8276, -3.0408, -2.3866], [-4.4860, -2.4229, 0.0382], [-2.8319, -2.7656, -2.0090], [-3.5815, -1.8184, 0.1899], [-2.9302, -1.6249, -1.1026], [-2.1803, -2.5046, -2.8518], [-2.3558, -0.4601, -1.3962], [-1.9939, 0.3761, -0.5142], [-3.8423, -0.8436, 0.6151], [-2.1962, -0.2726, -2.4682], [-2.4094, -3.6329, -1.4793], [-2.8982, -2.3452, 0.8791], [-0.0329, 5.5068, -2.6944], [-1.4698, 4.3926, -4.7222], [0.6821, 4.7345, -3.0073], [-0.7351, 3.5800, -4.7042], [-0.0308, 3.5327, -3.4324], [1.3193, 4.4644, -2.1655], [-0.1520, 2.5113, -2.6002], [0.4655, 2.4640, -1.4900], [-1.2510, 2.6340, -4.8774], [-0.8106, 1.6788, -2.9013], [1.2827, 5.1118, -3.8397], [-0.0380, 3.7465, -5.5319], [-0.3519, -1.7815, 2.0136], [-1.6274, -0.8920, 3.4280], [-1.5342, -1.2972, 4.7738], [-2.2691, -0.6206, 5.7491], [-3.0928, 0.4574, 5.3977], [-3.1918, 0.8478, 4.0580], [-2.5010, 0.1553, 3.0635], [-0.8671, -2.1209, 5.0163], [-2.2035, -0.9262, 6.7907], [-3.6577, 0.9956, 6.1620], [-3.8167, 1.6994, 3.7800], [-2.5977, 0.4199, 2.0086]],
  "atomic_forces_ev_per_a": [[-0.64, 0.99, 0.57], [0.57, -0.21, -0.08], [0.09, -0.17, 0.02], [0.16, -0.12, 0.17], [0.23, -0.10, -0.14], [0.10, 0.44, -0.30], [0.17, -0.06, -0.20], [-0.14, 0.03, 0.06], [0.09, 0.21, -0.03], [-0.13, 0.50, -0.04], [-0.26, 0.24, 0.19], [-0.16, -0.16, 0.26], [-0.07, -0.23, 0.20], [-0.05, -0.08, -0.34], [0.14, 0.11, -0.01], [0.15, -1.02, 0.75], [-0.56, 0.00, 0.07], [0.32, -0.18, -0.35], [-0.03, -0.03, 0.15], [-0.28, 0.35, -0.11], [0.32, 0.16, 0.00], [0.05, 0.17, -0.30], [-0.22, 0.07, 0.02], [-0.06, 0.02, -0.33], [0.00, -0.24, 0.15], [0.45, -1.63, 0.36], [0.12, 0.23, -0.18], [-0.23, -0.58, -0.56], [0.42, 0.20, 0.63], [-0.17, 0.49, 0.31], [0.04, -0.11, 0.20], [0.23, 0.00, -0.06], [-0.26, 0.38, 0.13], [0.06, -0.14, 0.20], [-0.08, -0.04, -0.18], [0.13, -0.10, -0.26], [-0.20, 0.28, 0.01], [0.09, -0.09, -0.17], [-0.11, -0.17, -0.02], [0.22, 0.02, 0.09], [0.17, 0.20, -0.05], [-0.41, 0.11, -0.26], [0.26, -0.38, 0.35], [-0.03, 0.57, -0.20], [-0.12, -0.15, 0.27], [0.67, -0.09, 1.29], [-1.16, -0.41, -1.59], [0.08, -0.31, -0.13], [0.27, -0.19, 0.21], [-0.01, 0.41, -0.13], [-0.32, 0.26, -0.19], [0.13, -0.17, -0.09], [0.09, -0.11, 0.13], [0.11, -0.06, 0.00], [-0.14, -0.03, -0.15], [-0.30, 0.07, -0.02], [-0.04, 0.16, -0.14], [1.03, -0.09, 1.49], [-1.17, 0.48, -1.95], [0.05, 0.09, 0.05], [0.27, 0.28, -0.12], [-0.07, -0.07, 0.15], [0.02, -0.06, 0.21], [0.31, -0.16, -0.25], [-0.25, 0.20, 0.06], [-0.33, 0.62, -0.32], [-0.13, 0.05, -0.19], [0.17, 0.01, -0.13], [-0.12, -0.11, 0.02], [0.26, -0.43, 0.52], [-0.14, 0.17, 0.11], [0.00, 0.02, -0.13], [0.19, -0.18, -0.19], [0.07, -0.25, 0.10], [0.07, 0.08, 0.39]]
}

(3)
{
  "formula": "C5H8O",
  "method": "wB97M-V/def2-TZVPD",
  "charge": -1,
  "total_energy_ha": -270.47036,
  "gap_ev": [3.667, 6.247],
  "spin_multiplicity": 2,
  "e_lumo_ev": [4.1, 4.0],
  "elements": ["C", "C", "C", "O", "C", "C", "H", "H", "H", "H", "H", "H", "H", "H"],
  "positions_angstrom": [[1.9421, 0.9769, -0.1918], [0.7986, 0.1118, 0.2546], [-0.4215, 0.0285, -0.3878], [-0.6682, 0.8812, -1.4826], [-1.6154, -0.5162, 0.1316], [-1.7310, -1.6408, 0.9403], [2.8855, 0.5122, 0.1165], [1.9983, 1.0790, -1.2862], [1.9251, 1.9722, 0.2526], [0.9415, -0.6029, 1.0635], [0.0515, 1.5232, -1.5466], [-2.4894, -0.0854, -0.3489], [-0.9038, -2.1430, 1.4265], [-2.7133, -2.0966, 1.0581]],
  "atomic_forces_ev_per_a": [[0.02, -0.79, 0.06], [0.10, -0.76, -0.28], [-0.26, 1.40, 0.98], [0.10, 0.26, -0.28], [0.44, -0.81, -0.97], [-0.69, -0.04, 0.33], [0.11, 0.14, -0.04], [0.03, 0.12, 0.02], [0.07, 0.38, -0.04], [0.10, 0.36, 0.01], [-0.10, -0.18, 0.12], [-0.20, -0.24, 0.04], [0.11, 0.07, -0.16], [0.15, 0.09, 0.19]]
}

(4)
{
  "formula": "C5H8N2O",
  "method": "wB97M-V/def2-TZVPD",
  "total_energy_ha": -379.80892,
  "gap_ev": 10.411,
  "e_lumo_ev": 0.9,
  "elements": ["C", "C", "C", "C", "C", "H", "H", "H", "H", "H", "H", "H", "H", "N", "N", "O"],
  "positions_angstrom": [[0.8672, 2.2103, -0.3905], [1.0682, -1.1467, 0.6537], [-0.3090, -1.0005, 0.4869], [-1.8099, -0.3156, -0.6396], [-0.3330, 0.1964, -0.4471], [-0.1372, 2.7622, -0.9815], [1.3466, 3.0881, 0.3337], [1.7491, 2.0734, -1.3422], [1.6471, -1.8860, 0.9274], [-0.7018, -0.4040, 1.3616], [-2.2982, -0.1150, -1.5950], [-2.2962, 0.0005, 0.2591], [0.0896, -0.0003, -1.4239], [0.4702, 1.0680, 0.4636], [1.4568, 0.1075, 0.6760], [-1.2236, -1.6763, -0.4370]],
  "atomic_forces_ev_per_a": [[1.85, 4.39, -1.15], [-0.89, 6.09, -0.59], [-2.71, 0.61, -2.73], [1.62, 0.32, -0.01], [-1.96, -1.04, 0.99], [2.86, -2.00, 2.08], [-1.24, -2.24, -2.01], [-2.69, -0.24, 2.99], [3.14, -3.53, 1.20], [-0.75, -1.81, 0.14], [-0.08, -0.44, 0.29], [-1.34, -0.07, 0.24], [1.00, 0.17, 0.02], [-1.31, -0.65, -4.22], [3.96, -0.47, 1.55], [-1.47, 0.90, 1.22]]
}

(5)
{
  "formula": "C29H24N5O5S2Ta",
  "method": "wB97M-V/def2-TZVPD",
  "charge": 2,
  "total_energy_ha": -2622.54488,
  "gap_ev": 5.722,
  "e_lumo_ev": -7.3,
  "elements": ["Ta", "O", "C", "C", "C", "C", "C", "C", "C", "O", "N", "N", "C", "C", "C", "C", "C", "C", "C", "O", "H", "H", "H", "H", "H", "H", "H", "H", "H", "H", "O", "C", "C", "C", "C", "C", "C", "C", "O", "N", "N", "C", "S", "C", "C", "S", "H", "H", "H", "H", "H", "H", "H", "H", "H", "C", "C", "C", "N", "C", "C", "H", "H", "H", "H", "H"],
  "positions_angstrom": [[-0.2941, -0.2023, -0.0429], [4.1999, -1.6997, -3.1246], [4.6323, -0.9331, -2.1174], [6.0103, -0.7437, -2.0099], [6.5259, 0.0304, -0.9959], [5.6889, 0.6428, -0.0540], [4.3338, 0.4652, -0.1462], [3.7782, -0.3223, -1.1747], [2.3516, -0.4896, -1.2480], [1.5880, 0.1284, -0.3130], [1.7389, -1.1878, -2.1496], [0.3572, -1.1298, -1.9522], [-0.3441, -1.5693, -2.9563], [-1.7700, -1.5864, -3.0201], [-2.4104, -2.1482, -4.1366], [-3.7841, -2.1432, -4.2211], [-4.5383, -1.5665, -3.1981], [-3.9314, -0.9969, -2.0893], [-2.5545, -1.0156, -2.0087], [-1.9317, -0.4672, -0.9344], [3.2299, -1.7665, -3.1074], [6.6492, -1.2201, -2.7407], [7.5971, 0.1659, -0.9270], [6.1096, 1.2468, 0.7373], [3.6730, 0.9297, 0.5731], [0.2135, -1.9409, -3.8128], [-1.8119, -2.5865, -4.9258], [-4.2786, -2.5781, -5.0779], [-5.6178, -1.5587, -3.2711], [-4.5095, -0.5435, -1.2956], [-3.0588, 3.6127, 2.8981], [-3.1378, 2.4730, 3.5972], [-3.9339, 2.4871, 4.7422], [-4.0626, 1.3537, 5.5117], [-3.4054, 0.1667, 5.1660], [-2.6204, 0.1395, 4.0430], [-2.4682, 1.2854, 3.2390], [-1.6271, 1.2200, 2.0690], [-1.0479, 0.0433, 1.7526], [-1.3978, 2.2359, 1.2973], [-0.5637, 1.8852, 0.2229], [-0.1300, 2.9180, -0.4725], [0.7477, 2.7093, -1.9436], [1.2841, 4.4441, -2.0366], [0.1629, 5.2950, -1.4792], [-0.4549, 4.5177, 0.0422], [-2.4850, 3.4911, 2.1240], [-4.4371, 3.4087, 5.0007], [-4.6837, 1.3834, 6.3973], [-3.5152, -0.7162, 5.7793], [-2.1066, -0.7690, 3.7590], [1.4798, 4.6662, -3.0841], [2.2045, 4.5457, -1.4650], [-0.6683, 5.3869, -2.1764], [0.5180, 6.2893, -1.2119], [1.1465, -4.4193, 2.1472], [1.3407, -3.1900, 2.7637], [0.8927, -2.0510, 2.1379], [0.2842, -2.0860, 0.9335], [0.0960, -3.2823, 0.3397], [0.5063, -4.4615, 0.9171], [1.4863, -5.3307, 2.6207], [1.8291, -3.1096, 3.7241], [1.0079, -1.0792, 2.5985], [-0.4085, -3.2813, -0.6176], [0.3252, -5.3949, 0.4040]],
  "atomic_forces_ev_per_a": [[0.00, -0.14, -0.33], [0.00, 0.00, 0.00], [-0.03, -0.03, 0.01], [0.03, 0.02, 0.01], [-0.01, -0.01, -0.02], [0.03, 0.02, 0.03], [0.00, 0.02, 0.00], [0.00, -0.01, -0.01], [-0.10, 0.04, 0.00], [-0.08, 0.01, 0.21], [-0.02, 0.03, 0.01], [0.06, 0.06, -0.05], [0.04, -0.03, -0.04], [0.01, 0.01, 0.02], [0.04, -0.02, -0.01], [-0.06, 0.02, 0.01], [0.00, -0.02, -0.05], [-0.06, 0.03, 0.06], [0.06, 0.04, -0.05], [0.03, -0.14, 0.13], [0.01, 0.01, 0.00], [-0.01, 0.00, 0.00], [0.00, 0.00, 0.00], [0.00, -0.01, -0.01], [0.00, 0.00, -0.01], [0.00, 0.00, 0.00], [0.00, 0.01, 0.01], [0.00, 0.00, 0.00], [0.01, 0.00, 0.01], [0.01, 0.00, -0.01], [-0.02, 0.02, 0.02], [0.03, 0.01, -0.02], [-0.02, -0.01, 0.03], [0.00, -0.01, -0.01], [-0.01, 0.01, 0.02], [-0.01, -0.02, -0.01], [0.04, -0.02, 0.01], [0.06, 0.07, -0.07], [0.08, 0.06, 0.03], [0.10, -0.02, -0.02], [-0.15, 0.15, 0.07], [-0.02, -0.02, -0.01], [-0.02, -0.02, 0.02], [0.01, 0.01, 0.00], [0.01, 0.02, 0.01], [-0.01, 0.04, -0.02], [0.02, 0.00, -0.02], [0.00, -0.01, 0.00], [0.00, 0.00, 0.00], [0.00, 0.01, 0.00], [0.00, 0.01, 0.00], [0.00, 0.00, 0.00], [0.00, 0.00, 0.01], [0.00, 0.00, 0.00], [0.00, 0.00, -0.01], [0.00, 0.03, -0.01], [0.01, -0.07, 0.03], [-0.01, 0.08, -0.06], [-0.03, -0.18, 0.10], [-0.08, 0.08, -0.05], [0.02, -0.07, 0.04], [0.00, 0.00, 0.00], [0.00, -0.01, 0.00], [0.00, -0.01, -0.02], [0.02, 0.02, 0.01], [0.01, 0.00, 0.01]]
}

(6)
{
  "formula": "C36H24BCl3F2N7OTc",
  "method": "wB97M-V/def2-TZVPD",
  "charge": 1,
  "total_energy_ha": -3530.73066,
  "gap_ev": [6.430, 6.469],
  "spin_multiplicity": 2,
  "e_lumo_ev": [-4.1, -4.2],
  "elements": ["Tc", "C", "C", "N", "C", "C", "N", "C", "C", "C", "C", "C", "N", "C", "C", "N", "C", "C", "N", "C", "C", "C", "N", "C", "C", "H", "H", "H", "H", "H", "H", "H", "H", "H", "H", "H", "H", "Cl", "C", "C", "C", "Cl", "C", "O", "C", "Cl", "C", "H", "H", "C", "C", "C", "C", "C", "C", "N", "C", "C", "C", "C", "C", "C", "H", "H", "H", "H", "H", "H", "H", "H", "H", "H", "F", "B", "F"],
  "positions_angstrom": [[-0.3165, 0.3583, -0.8102], [3.7259, 2.0168, 0.0873], [2.5845, 1.6343, -0.6091], [1.5364, 1.1335, 0.0338], [1.6035, 1.0280, 1.3811], [2.7548, 1.4319, 2.0409], [3.8123, 1.9146, 1.4019], [0.4099, 0.5148, 2.0848], [0.3232, 0.2830, 3.4462], [-0.8657, -0.2078, 3.9864], [-1.9328, -0.4581, 3.1237], [-1.7763, -0.2222, 1.7692], [-0.6350, 0.2661, 1.2969], [-2.7882, -0.4468, 0.7231], [-4.0849, -0.8614, 0.9897], [-5.0034, -0.9884, 0.0419], [-4.6396, -0.6720, -1.1898], [-3.3500, -0.2537, -1.4953], [-2.4188, -0.1644, -0.5486], [-0.9837, -0.4867, 5.4369], [0.1275, -0.8311, 6.2009], [-0.0378, -1.0966, 7.5522], [-1.2088, -1.0356, 8.1753], [-2.2684, -0.7022, 7.4479], [-2.2109, -0.4254, 6.0900], [4.5782, 2.4176, -0.4463], [2.5139, 1.7290, -1.6820], [2.8319, 1.3718, 3.1183], [1.1629, 0.4943, 4.0890], [-2.8540, -0.8690, 3.5075], [-4.3967, -1.0981, 1.9986], [-5.3836, -0.7483, -1.9720], [-3.0674, 0.0074, -2.5039], [1.1132, -0.9368, 5.7693], [0.8172, -1.3762, 8.1564], [-3.2159, -0.6476, 7.9711], [-3.1204, -0.1311, 5.5840], [5.5107, -3.8872, 1.2943], [4.0194, -3.1718, 0.7984], [3.9544, -2.4841, -0.4006], [2.7504, -1.9220, -0.7849], [2.6586, -1.1658, -2.3399], [1.5841, -1.9934, -0.0033], [0.4304, -1.4619, -0.3486], [1.7049, -2.7495, 1.1785], [0.2853, -3.0285, 2.1302], [2.8921, -3.3287, 1.5859], [4.8194, -2.4046, -1.0426], [2.9318, -3.9064, 2.4979], [2.3929, 3.5561, -4.3951], [1.4905, 3.9720, -3.4316], [0.5847, 3.0725, -2.8792], [0.5887, 1.7449, -3.2834], [1.4621, 1.3391, -4.2958], [2.3665, 2.2370, -4.8346], [-0.2432, 0.7566, -2.6649], [-0.9883, -0.0423, -3.5900], [-1.7118, 0.5599, -4.6182], [-2.5149, -0.2188, -5.4352], [-2.5874, -1.5943, -5.2419], [-1.8430, -2.1926, -4.2372], [-1.0373, -1.4213, -3.4103], [3.0978, 4.2574, -4.8204], [1.4718, 5.0058, -3.1130], [-0.1534, 3.4373, -2.1785], [1.4329, 0.3148, -4.6452], [3.0511, 1.9057, -5.6042], [-1.6520, 1.6319, -4.7602], [-3.0872, 0.2485, -6.2254], [-3.2113, -2.1981, -5.8870], [-1.8763, -3.2658, -4.1032], [-0.4353, -1.8782, -2.6333], [-2.1080, 2.8487, -0.8150], [-0.9775, 2.3522, -0.3087], [-0.3902, 3.1330, 0.5988]],
  "atomic_forces_ev_per_a": [[0.20, 0.34, 0.46], [-0.05, 0.00, -0.10], [0.04, -0.03, 0.06], [-0.27, -0.05, -0.01], [0.18, 0.11, -0.07], [-0.04, -0.04, -0.02], [0.06, 0.02, 0.04], [-0.07, -0.08, 0.17], [-0.02, 0.10, -0.05], [-0.02, -0.03, -0.05], [0.05, -0.02, 0.01], [0.02, -0.02, 0.13], [0.09, -0.04, -0.31], [-0.17, 0.02, -0.10], [0.03, 0.00, -0.01], [-0.06, -0.01, 0.03], [0.08, 0.03, -0.06], [-0.08, -0.04, 0.06], [0.18, 0.00, 0.01], [-0.01, -0.01, 0.11], [0.00, -0.06, -0.01], [0.01, 0.01, -0.05], [0.00, -0.01, 0.06], [-0.01, 0.01, -0.05], [-0.02, 0.07, 0.03], [0.01, -0.01, 0.01], [0.02, -0.03, -0.03], [-0.02, -0.02, 0.00], [0.01, -0.01, 0.05], [-0.01, -0.02, 0.01], [0.02, 0.00, 0.01], [-0.01, 0.00, 0.01], [-0.03, -0.01, 0.00], [0.00, 0.01, -0.08], [-0.01, 0.00, 0.01], [0.01, 0.00, 0.01], [0.02, 0.01, -0.07], [0.07, -0.01, 0.02], [0.00, -0.01, -0.03], [-0.06, -0.01, 0.05], [-0.06, -0.03, 0.05], [-0.07, 0.13, -0.09], [0.23, -0.02, 0.19], [-0.19, -0.32, -0.27], [0.01, 0.03, -0.05], [-0.09, 0.06, 0.08], [-0.01, 0.05, -0.05], [0.02, 0.00, 0.01], [0.00, 0.00, 0.00], [0.03, -0.01, -0.02], [-0.06, 0.01, 0.04], [0.00, 0.09, -0.03], [0.08, -0.12, -0.10], [0.00, 0.02, 0.05], [-0.01, -0.02, -0.01], [-0.04, 0.04, -0.15], [0.00, 0.04, -0.03], [-0.04, 0.00, -0.01], [0.01, 0.04, 0.02], [-0.02, 0.00, -0.02], [0.02, -0.03, 0.01], [0.06, 0.02, 0.01], [0.00, 0.00, 0.00], [0.00, 0.00, 0.00], [0.02, -0.05, 0.02], [0.02, -0.01, 0.02], [0.00, 0.01, 0.00], [-0.01, -0.01, 0.00], [0.00, 0.00, -0.01], [0.00, 0.00, 0.00], [0.00, 0.00, 0.01], [0.00, -0.02, 0.00], [0.02, 0.01, -0.04], [-0.15, -0.09, 0.10], [0.05, 0.03, -0.03]]
}